[1]
116
Properties=species:S:1:pos:R:3:lowdin_charge:R:1 method="wB97M-V/def2-TZVPD" e_tot_ev=-252593.6294 e_homo_ev=-4.63 gap_ev=6.4 mol_weight_g_mol=1264.4 multiplicity=1 charge=-1 e_lumo_ha=0.06425
Cd -0.14 -0.10 -0.10 1.2523
S -2.32 -1.46 -0.48 0.5670
C -3.43 -0.93 0.74 -0.7390
C -4.77 -0.67 0.44 -0.1320
C -5.67 -0.35 1.44 -0.1109
C -5.25 -0.28 2.76 -0.1239
C -3.91 -0.50 3.07 -0.1337
C -3.00 -0.82 2.08 -0.4279
As -1.07 -1.04 2.27 1.2617
C -1.03 -2.99 2.13 -0.4072
C -0.03 -3.59 1.37 -0.1274
C 0.02 -4.97 1.25 -0.0869
C -0.94 -5.76 1.86 -0.1032
C -1.95 -5.16 2.60 -0.0938
C -2.00 -3.79 2.74 -0.1066
C -0.95 -0.87 4.24 -0.3509
C -1.34 0.34 4.81 -0.1520
C -1.19 0.56 6.17 -0.0889
C -0.64 -0.41 6.97 -0.0996
C -0.21 -1.61 6.41 -0.0914
C -0.36 -1.83 5.05 -0.0947
H -5.10 -0.73 -0.59 0.0914
H -6.70 -0.16 1.19 0.0930
H -5.96 -0.07 3.55 0.0903
H -3.59 -0.42 4.10 0.0895
H 0.70 -2.97 0.88 0.0700
H 0.80 -5.44 0.67 0.1003
H -0.91 -6.84 1.76 0.0938
H -2.71 -5.77 3.07 0.0962
H -2.79 -3.32 3.32 0.1054
H -1.76 1.10 4.17 0.0830
H -1.51 1.50 6.59 0.0990
H -0.53 -0.25 8.04 0.0952
H 0.24 -2.36 7.04 0.0980
H -0.02 -2.77 4.62 0.1001
Br 9.02 3.10 9.87 0.6719
C 7.92 2.66 8.37 -0.7006
C 6.99 3.58 7.93 -0.1493
C 6.20 3.26 6.85 -0.0324
C 6.32 2.02 6.20 -0.2820
C 7.27 1.10 6.68 -0.0242
C 8.07 1.42 7.76 -0.1461
N 5.38 1.78 5.24 -0.0017
N 5.56 0.83 4.38 0.0808
C 4.56 0.52 3.54 -0.2586
C 4.85 -0.55 2.66 -0.0215
C 3.95 -1.04 1.76 -0.0138
C 2.64 -0.50 1.63 -0.3642
O 1.79 -1.00 0.85 -0.1630
C 2.33 0.63 2.50 -0.1545
N 1.10 1.14 2.37 0.0658
C 0.75 2.17 3.11 -0.1780
C 1.60 2.76 4.04 -0.0346
C 2.86 2.24 4.21 0.0007
C 3.26 1.14 3.43 -0.0684
H 6.89 4.54 8.42 0.0944
H 5.46 3.96 6.48 0.1046
H 7.37 0.14 6.20 0.0997
H 8.81 0.72 8.13 0.0954
H 5.83 -0.99 2.74 0.1069
H 4.20 -1.88 1.12 0.1077
H -0.25 2.53 2.97 0.0632
H 1.27 3.62 4.61 0.1006
H 3.55 2.65 4.93 0.0787
O -1.50 1.71 -0.03 -0.5974
S -0.80 2.93 0.37 0.9839
C -1.34 4.24 -0.86 -0.2523
C -0.16 4.74 -1.69 -0.2314
C 0.02 4.02 -3.02 -0.2226
C 0.15 2.51 -2.91 -0.2707
S 1.59 1.76 -2.01 1.0399
O 1.20 1.75 -0.58 -0.6723
C 2.69 3.23 -2.03 -0.3430
C 3.06 3.79 -0.81 -0.0879
C 3.93 4.87 -0.77 -0.0737
C 4.44 5.38 -1.95 -0.0940
C 4.11 4.80 -3.16 -0.0863
C 3.25 3.71 -3.20 -0.0952
C -1.88 3.59 1.69 -0.3862
C -1.47 4.74 2.36 -0.1113
C -2.15 5.15 3.49 -0.0826
C -3.24 4.42 3.95 -0.0831
C -3.65 3.29 3.26 -0.0668
C -2.97 2.87 2.14 -0.0623
H -1.77 5.05 -0.28 0.0806
H -2.11 3.77 -1.47 0.1054
H 0.75 4.65 -1.10 0.0845
H -0.30 5.80 -1.91 0.1145
H 0.88 4.44 -3.54 0.0956
H -0.86 4.22 -3.65 0.1216
H 0.21 2.07 -3.90 0.0830
H -0.69 2.06 -2.39 0.0730
H 2.65 3.37 0.09 0.1049
H 4.22 5.30 0.17 0.1046
H 5.10 6.24 -1.93 0.0979
H 4.53 5.18 -4.08 0.0999
H 3.01 3.24 -4.14 0.1165
H -0.60 5.27 2.01 0.1164
H -1.82 6.03 4.02 0.1013
H -3.75 4.72 4.85 0.1001
H -4.49 2.71 3.61 0.1026
H -3.25 1.96 1.62 0.1000
C -0.13 -2.50 -2.66 -0.0264
C 0.47 -1.15 -3.08 -0.4887
O 0.18 -0.10 -2.28 -0.3617
C -0.06 -0.84 -4.51 -0.5512
F 0.63 0.12 -5.17 0.1271
F -1.32 -0.39 -4.45 0.1542
F -0.08 -1.90 -5.34 0.1363
C 2.01 -1.32 -3.11 -0.5698
F 2.47 -1.40 -1.86 0.1409
F 2.68 -0.31 -3.70 0.1040
F 2.45 -2.44 -3.74 0.1340
H -1.22 -2.44 -2.75 0.0504
H 0.11 -2.66 -1.61 0.0604
H 0.26 -3.31 -3.27 0.0897


[2]
111
Properties=species:S:1:pos:R:3:lowdin_charge:R:1 method="wB97M-V/def2-TZVPD" e_tot_ev=-184175.3560 e_homo_ev="-2.61 / -4.78" gap_ev="4.9 / 7.1" mol_weight_g_mol=1010.9 multiplicity=6 charge=-1 s_squared=8.76 e_lumo_ha="0.08575 / 0.08572"
Mn -0.26 0.87 0.15 0.6544
C -1.69 6.03 5.46 -0.0607
C -1.39 4.61 5.06 -0.2811
C -2.38 3.79 4.53 -0.0331
C -2.11 2.48 4.17 -0.0485
C -0.84 1.97 4.36 -0.2520
C 0.17 2.77 4.90 -0.0488
C -0.11 4.08 5.24 -0.0434
S -0.43 0.33 3.81 0.5997
O -1.67 -0.40 3.65 -0.3330
O 0.49 -0.24 4.78 -0.3299
N 0.21 0.57 2.37 -0.1343
C 1.50 0.92 2.16 -0.3946
C 2.56 0.93 3.10 -0.0425
C 3.82 1.33 2.70 -0.0859
C 4.03 1.72 1.38 -0.0834
C 2.96 1.67 0.52 -0.1199
N 1.74 1.27 0.87 0.0579
H -2.44 6.47 4.80 0.0734
H -0.79 6.64 5.41 0.0714
H -2.07 6.07 6.48 0.0776
H -3.38 4.19 4.38 0.1104
H -2.86 1.84 3.72 0.0802
H 1.15 2.35 5.04 0.1002
H 0.67 4.71 5.65 0.1079
H 2.36 0.59 4.10 0.0789
H 4.63 1.34 3.42 0.0987
H 5.00 2.06 1.04 0.0916
H 3.07 1.99 -0.51 0.1041
C 5.13 0.09 -2.66 -0.1041
C 4.60 1.20 -3.32 -0.0915
C 3.24 1.46 -3.28 -0.0963
C 2.38 0.63 -2.56 -0.3767
C 2.92 -0.47 -1.89 -0.1118
C 4.28 -0.74 -1.94 -0.0903
P 0.55 0.91 -2.46 1.1178
C 0.21 1.08 -4.26 -0.3521
C 0.89 0.31 -5.21 -0.1073
C 0.52 0.37 -6.55 -0.1064
C -0.52 1.19 -6.95 -0.1141
C -1.21 1.93 -6.01 -0.0899
C -0.85 1.87 -4.67 -0.1004
C 0.43 2.67 -1.91 -0.3961
C 0.72 3.81 -2.66 -0.1290
C 0.53 5.06 -2.10 -0.1272
C 0.06 5.17 -0.79 -0.1217
C -0.20 4.03 -0.04 -0.1194
C -0.04 2.75 -0.58 -0.2413
H 6.19 -0.11 -2.69 0.0922
H 5.26 1.85 -3.88 0.0958
H 2.84 2.32 -3.80 0.0981
H 2.26 -1.10 -1.32 0.0798
H 4.68 -1.59 -1.41 0.0980
H 1.71 -0.33 -4.90 0.0979
H 1.06 -0.22 -7.28 0.0923
H -0.81 1.23 -8.00 0.0895
H -2.05 2.55 -6.31 0.0966
H -1.40 2.44 -3.93 0.1107
H 1.06 3.73 -3.69 0.0889
H 0.73 5.96 -2.67 0.0838
H -0.10 6.16 -0.36 0.0841
H -0.56 4.14 0.98 0.0835
C -4.51 0.36 2.06 -0.0289
N -3.94 0.17 0.73 -0.0393
C -4.53 -0.65 -0.18 -0.0897
C -3.99 -0.85 -1.39 -0.0032
C -2.75 -0.18 -1.75 -0.5057
O -2.24 -0.32 -2.86 -0.0376
N -2.18 0.63 -0.79 0.1087
C -2.72 0.78 0.43 -0.5227
O -2.18 1.51 1.28 -0.0162
H -5.40 -0.26 2.15 0.0828
H -4.78 1.40 2.20 0.0928
H -3.78 0.07 2.81 0.0602
H -5.45 -1.13 0.13 0.1172
H -4.47 -1.49 -2.12 0.1021
O -0.02 -1.15 0.18 -0.4858
As -0.09 -2.79 0.16 1.2327
C 1.14 -3.56 1.41 -0.2818
C 1.91 -2.74 2.23 -0.0580
C 2.79 -3.30 3.13 -0.0603
C 2.91 -4.68 3.23 -0.0815
C 2.12 -5.51 2.44 -0.0921
C 1.23 -4.95 1.53 -0.1136
C -1.89 -3.35 0.51 -0.2717
C -2.53 -4.33 -0.24 -0.0934
C -3.80 -4.76 0.12 -0.0901
C -4.42 -4.22 1.23 -0.0859
C -3.77 -3.26 2.00 -0.0793
C -2.51 -2.83 1.65 -0.0767
C 0.41 -3.41 -1.60 -0.2920
C -0.25 -2.80 -2.67 -0.0836
C 0.14 -3.06 -3.97 -0.0645
C 1.21 -3.91 -4.21 -0.0795
C 1.89 -4.50 -3.15 -0.0905
C 1.50 -4.24 -1.85 -0.1002
H 1.81 -1.67 2.14 0.0891
H 3.39 -2.66 3.77 0.1090
H 3.61 -5.12 3.94 0.0997
H 2.21 -6.58 2.52 0.0997
H 0.60 -5.58 0.92 0.1063
H -2.03 -4.74 -1.12 0.0999
H -4.30 -5.51 -0.47 0.0995
H -5.42 -4.55 1.51 0.0991
H -4.25 -2.86 2.88 0.1085
H -1.99 -2.08 2.25 0.0851
H -1.07 -2.11 -2.47 0.0829
H -0.37 -2.57 -4.79 0.1102
H 1.53 -4.10 -5.23 0.1003
H 2.73 -5.16 -3.35 0.0985
H 2.04 -4.68 -1.02 0.0907


[3]
110
Properties=species:S:1:pos:R:3:lowdin_charge:R:1 method="wB97M-V/def2-TZVPD" e_tot_ev=-171783.5123 e_homo_ev="-2.76 / -5.34" gap_ev="5.0 / 7.6" mol_weight_g_mol=1053.5 multiplicity=3 charge=-1 s_squared=2.03 e_lumo_ha="0.08168 / 0.08139"
Pd -1.14 -1.10 -0.17 0.7952
N 0.90 -1.11 -0.88 -0.3222
S 2.30 -0.97 -0.55 0.7180
N 2.85 -0.48 0.90 -0.3699
S 2.10 0.72 1.62 0.8761
N 1.49 1.68 0.53 -0.3767
S -0.04 1.91 0.16 0.7421
N -1.07 0.93 -0.15 -0.3488
C 0.25 3.04 -1.20 -0.2801
C -0.69 2.97 -2.22 -0.0622
C -0.54 3.78 -3.34 -0.0752
C 0.54 4.65 -3.43 -0.0923
C 1.48 4.70 -2.40 -0.0785
C 1.34 3.89 -1.29 -0.0653
C -0.57 2.98 1.51 -0.2920
C -1.81 2.70 2.06 -0.0691
C -2.25 3.45 3.14 -0.0760
C -1.46 4.46 3.66 -0.0875
C -0.21 4.72 3.10 -0.0724
C 0.25 3.98 2.03 -0.0662
C 3.05 1.64 2.62 -0.3943
C 3.46 1.14 3.91 -0.1030
C 4.37 1.85 4.64 -0.1322
C 4.95 3.04 4.16 -0.1304
C 4.61 3.48 2.86 -0.1344
C 3.71 2.81 2.08 -0.1151
C 0.86 -0.03 2.65 -0.3058
C 0.23 0.74 3.63 -0.0759
C -0.81 0.18 4.34 -0.0684
C -1.23 -1.12 4.06 -0.0714
C -0.60 -1.87 3.08 -0.0690
C 0.46 -1.33 2.38 -0.0818
C 3.12 0.15 -1.69 -0.2951
C 2.37 0.56 -2.78 -0.0660
C 2.91 1.47 -3.67 -0.0777
C 4.19 1.96 -3.47 -0.0930
C 4.94 1.54 -2.38 -0.0813
C 4.41 0.63 -1.48 -0.0636
C 3.28 -2.46 -0.70 -0.2862
C 2.79 -3.36 -1.62 -0.0497
C 3.46 -4.57 -1.80 -0.0634
C 4.59 -4.85 -1.05 -0.0876
C 5.06 -3.94 -0.11 -0.0835
C 4.40 -2.73 0.07 -0.0693
H -1.51 2.27 -2.12 0.0969
H -1.27 3.73 -4.14 0.1028
H 0.66 5.27 -4.30 0.0995
H 2.34 5.35 -2.49 0.1038
H 2.09 3.88 -0.51 0.0870
H -2.39 1.89 1.64 0.0900
H -3.22 3.24 3.58 0.1041
H -1.80 5.05 4.50 0.0990
H 0.42 5.50 3.52 0.1043
H 1.24 4.14 1.63 0.0943
H 3.05 0.22 4.30 0.1014
H 4.64 1.48 5.62 0.0924
H 5.67 3.59 4.76 0.0741
H 5.08 4.37 2.46 0.0916
H 3.48 3.15 1.08 0.0740
H 0.57 1.75 3.81 0.1145
H -1.31 0.76 5.11 0.1041
H -2.07 -1.54 4.60 0.1055
H -0.95 -2.86 2.84 0.1162
H 0.97 -1.92 1.63 0.0875
H 1.36 0.17 -2.88 0.1013
H 2.33 1.81 -4.52 0.1039
H 4.61 2.67 -4.17 0.0980
H 5.94 1.93 -2.21 0.0999
H 4.96 0.32 -0.60 0.1085
H 1.88 -3.14 -2.17 0.1010
H 3.07 -5.29 -2.51 0.1061
H 5.10 -5.80 -1.18 0.0986
H 5.93 -4.17 0.48 0.0992
H 4.73 -2.02 0.82 0.0980
C -4.06 -1.02 -1.72 -0.0828
C -4.23 -0.71 -0.23 -0.5701
C -4.55 0.80 -0.14 -0.0584
C -2.97 -1.04 0.54 -0.1101
C -5.38 -1.51 0.38 -0.1724
C -5.98 -2.58 -0.27 -0.0296
C -7.01 -3.31 0.33 -0.0926
C -7.45 -2.98 1.60 -0.1151
C -6.85 -1.92 2.27 -0.0964
C -5.83 -1.21 1.67 -0.0514
H -3.30 -0.35 -2.14 0.0676
H -4.99 -0.87 -2.27 0.0857
H -3.71 -2.04 -1.88 0.0751
H -3.69 1.37 -0.52 0.0566
H -4.73 1.12 0.89 0.0617
H -5.44 1.05 -0.73 0.0847
H -3.10 -1.13 1.62 0.0302
H -5.65 -2.87 -1.26 0.1005
H -7.45 -4.14 -0.21 0.0958
H -8.25 -3.55 2.06 0.0909
H -7.18 -1.66 3.27 0.0937
H -5.36 -0.40 2.22 0.1021
Br -0.57 -2.74 -7.03 0.6786
C -0.68 -3.10 -5.16 -0.6958
C -0.48 -4.39 -4.71 -0.1319
C -0.55 -4.64 -3.35 -0.0292
C -0.83 -3.62 -2.44 -0.1340
C -1.03 -2.34 -2.93 -0.0692
C -0.96 -2.07 -4.29 -0.1240
C -0.86 -4.02 -0.95 -0.6059
O -0.63 -5.20 -0.70 0.0055
O -1.12 -3.15 -0.05 -0.1549
H -0.26 -5.19 -5.41 0.0923
H -0.40 -5.64 -2.96 0.1129
H -1.22 -1.54 -2.22 0.0359
H -1.12 -1.06 -4.66 0.0974


Q: What is the charge in the third record?
A: -1


Q: Which value of charge does entry 2 give?
A: -1